Entry 1:
{
  "formula": "C30H60O30",
  "method": "ωB97M-V/def2-TZVPD",
  "symbols": ["C", "O", "C", "O", "O", "C", "H", "H", "H", "H", "H", "H", "C", "O", "C", "O", "O", "C", "H", "H", "H", "H", "H", "H", "C", "O", "C", "O", "O", "C", "H", "H", "H", "H", "H", "H", "C", "O", "C", "O", "O", "C", "H", "H", "H", "H", "H", "H", "C", "O", "C", "O", "O", "C", "H", "H", "H", "H", "H", "H", "C", "O", "C", "O", "O", "C", "H", "H", "H", "H", "H", "H", "C", "O", "C", "O", "O", "C", "H", "H", "H", "H", "H", "H", "C", "O", "C", "O", "O", "C", "H", "H", "H", "H", "H", "H", "C", "O", "C", "O", "O", "C", "H", "H", "H", "H", "H", "H", "C", "O", "C", "O", "O", "C", "H", "H", "H", "H", "H", "H"],
  "coordinates": [[-12.242, 2.704, 6.617], [-12.692, 2.336, 5.286], [-13.197, 3.302, 4.483], [-13.318, 4.480, 4.886], [-13.500, 2.846, 3.296], [-13.765, 3.758, 2.245], [-11.476, 3.477, 6.552], [-11.640, 1.938, 7.105], [-13.085, 3.046, 7.217], [-13.162, 3.408, 1.407], [-13.493, 4.787, 2.477], [-14.819, 3.710, 1.971], [-8.654, 3.312, 1.133], [-9.708, 4.250, 1.160], [-9.783, 5.052, 2.265], [-9.099, 5.034, 3.280], [-10.809, 5.786, 2.092], [-11.298, 6.593, 3.161], [-8.308, 3.326, 0.100], [-9.044, 2.308, 1.305], [-7.780, 3.525, 1.747], [-11.350, 6.047, 4.103], [-12.342, 6.855, 2.989], [-10.762, 7.472, 3.519], [-11.369, 6.433, -0.673], [-12.168, 7.143, 0.249], [-13.502, 6.969, 0.262], [-14.114, 6.249, -0.541], [-13.979, 7.770, 1.250], [-15.354, 7.647, 1.574], [-10.336, 6.723, -0.478], [-11.602, 6.674, -1.710], [-11.530, 5.359, -0.572], [-15.529, 6.687, 2.062], [-16.102, 7.886, 0.819], [-15.546, 8.425, 2.313], [-13.324, -0.673, 6.384], [-13.603, 0.010, 7.650], [-14.940, 0.074, 8.050], [-15.962, -0.236, 7.403], [-14.944, 0.578, 9.278], [-15.922, 0.230, 10.219], [-13.496, -1.749, 6.364], [-12.314, -0.506, 6.011], [-13.955, -0.221, 5.619], [-15.675, -0.682, 10.764], [-16.969, 0.125, 9.936], [-15.803, 1.040, 10.938], [-11.125, 1.834, -1.249], [-10.794, 2.776, -2.276], [-11.792, 3.229, -3.032], [-12.962, 2.849, -3.088], [-11.342, 4.332, -3.683], [-12.230, 5.239, -4.366], [-11.363, 0.834, -1.612], [-11.978, 2.228, -0.697], [-10.252, 1.732, -0.604], [-12.499, 4.760, -5.308], [-11.914, 6.272, -4.509], [-13.158, 5.332, -3.804], [-9.452, 2.223, 9.692], [-10.851, 2.277, 9.839], [-11.427, 2.850, 10.905], [-10.922, 3.310, 11.895], [-12.741, 2.698, 10.783], [-13.695, 3.406, 11.613], [-9.143, 1.976, 8.677], [-8.974, 1.442, 10.283], [-8.992, 3.186, 9.915], [-13.606, 4.482, 11.467], [-13.524, 3.144, 12.657], [-14.737, 3.131, 11.448], [-9.549, 6.131, 10.710], [-10.320, 5.756, 9.533], [-11.616, 6.106, 9.452], [-12.296, 6.572, 10.332], [-12.016, 5.754, 8.241], [-13.387, 5.935, 7.905], [-10.066, 5.796, 11.609], [-9.437, 7.212, 10.785], [-8.563, 5.666, 10.720], [-14.062, 5.426, 8.594], [-13.336, 5.448, 6.931], [-13.701, 6.979, 7.893], [-19.029, 1.572, 0.105], [-17.728, 1.964, 0.484], [-16.735, 1.564, -0.349], [-16.875, 0.918, -1.343], [-15.652, 2.160, 0.136], [-14.405, 2.098, -0.515], [-19.100, 0.491, -0.012], [-19.306, 2.139, -0.784], [-19.695, 1.899, 0.903], [-14.595, 1.527, -1.423], [-13.636, 1.524, 0.002], [-14.025, 3.107, -0.679], [-4.649, 1.937, 5.139], [-5.916, 1.347, 4.984], [-7.058, 2.091, 4.987], [-7.171, 3.324, 4.947], [-8.080, 1.280, 4.795], [-9.411, 1.796, 4.818], [-3.860, 1.268, 4.796], [-4.417, 2.269, 6.151], [-4.451, 2.747, 4.438], [-9.626, 2.478, 5.640], [-10.047, 0.914, 4.739], [-9.607, 2.313, 3.879], [-19.045, 3.307, 9.416], [-18.707, 2.794, 8.217], [-17.481, 2.812, 7.755], [-16.433, 3.118, 8.386], [-17.541, 2.518, 6.461], [-16.406, 2.754, 5.644], [-20.113, 3.184, 9.593], [-18.770, 4.361, 9.372], [-18.609, 2.699, 10.208], [-16.064, 3.780, 5.778], [-16.630, 2.583, 4.591], [-15.729, 1.966, 5.973]],
  "atomic_forces_ev_per_a": [[0.47, 1.08, -0.21], [-0.08, -0.44, -0.76], [0.59, 2.87, 3.00], [0.07, -2.51, -1.39], [0.28, -0.91, 0.47], [-0.14, 0.51, -0.75], [-0.46, 0.65, -0.27], [-0.92, -0.82, -0.40], [0.17, -0.21, 0.05], [-0.08, 0.15, 0.06], [0.06, -0.17, 0.29], [0.05, -0.07, 0.08], [0.67, -0.53, -1.13], [0.35, 0.75, 1.21], [1.85, -1.64, 1.94], [-0.42, -0.36, -1.93], [-2.26, 2.17, -0.45], [-0.85, -0.16, 2.03], [0.08, -0.09, -0.08], [0.03, 0.03, 0.41], [-0.46, 0.22, 0.42], [0.16, -0.75, -0.21], [0.33, 0.06, -0.69], [0.63, 0.14, -1.22], [-0.11, -0.51, -0.73], [-1.05, 0.68, 0.53], [0.05, -0.74, -1.81], [0.92, 1.58, 2.31], [0.21, -0.78, -1.30], [-0.73, 0.42, 1.08], [-0.20, -0.21, 0.16], [-0.21, 0.28, 0.03], [0.26, 0.02, 0.20], [-0.19, -0.07, -0.30], [0.56, -0.52, -0.68], [0.33, -0.09, 0.23], [-0.98, 0.77, -0.65], [-1.37, -0.81, -0.30], [-1.18, -0.77, -1.64], [3.25, 0.57, 1.48], [0.81, -0.45, -0.99], [-0.38, 0.37, 1.48], [-0.21, 0.07, 0.67], [0.17, 0.35, 0.90], [-0.19, -0.13, 0.01], [0.37, -0.23, -0.30], [0.21, 0.36, -0.80], [-0.49, -0.08, 0.12], [-0.28, -0.04, 0.17], [0.09, -0.28, -0.32], [-2.52, 1.42, -0.54], [2.46, 0.13, 0.33], [1.08, 0.28, 0.46], [-1.74, -1.39, 0.11], [-0.12, 0.17, -0.41], [0.30, -0.13, 0.07], [-0.07, 0.32, -0.17], [0.08, 0.34, -0.17], [1.14, -0.51, 0.20], [-0.07, -0.22, 0.16], [1.26, 0.37, 0.35], [-0.63, -0.06, -0.46], [-0.64, -0.39, 1.25], [0.93, 0.32, -0.46], [-1.44, -0.17, -1.32], [0.87, 0.17, 0.89], [-0.83, 0.11, -0.27], [-0.34, 0.07, 0.49], [-0.08, -0.01, 0.21], [0.19, -0.05, 0.03], [0.34, 0.24, 0.06], [0.39, -0.46, -0.95], [-1.03, 0.16, 0.51], [0.91, 0.19, 0.34], [0.38, -0.42, 0.70], [0.20, 0.10, -0.23], [0.42, 0.29, 0.44], [-0.06, -0.45, -0.34], [-0.09, -0.06, -0.09], [-0.04, 0.01, -0.29], [-0.26, -0.13, -0.67], [0.18, -0.28, 0.03], [-1.03, 0.40, -0.08], [0.35, 0.07, -0.23], [-0.57, 0.25, 0.03], [0.77, -0.39, 0.06], [-0.70, 1.26, 0.45], [0.31, -0.39, -0.09], [0.28, 0.20, 1.32], [-0.15, -0.99, -1.34], [-0.05, 0.13, -0.26], [-0.12, -0.44, -0.25], [0.16, -0.11, 0.08], [0.46, 0.54, -0.46], [-0.48, -0.06, 0.75], [-0.34, -0.08, -0.26], [1.12, 0.98, -0.66], [-1.20, -0.14, 0.35], [0.36, 3.05, -1.58], [0.96, -2.72, 0.86], [0.13, -1.13, 0.77], [-0.17, 0.07, -1.17], [-0.49, -0.82, 0.43], [-0.34, -0.07, 0.02], [-0.73, 0.55, 0.18], [0.21, -0.32, 0.06], [0.01, 0.06, 0.70], [0.21, 0.44, 0.08], [-0.25, 0.63, 2.32], [-0.50, -1.77, -2.87], [3.60, 1.23, 0.84], [-3.20, -0.84, -1.63], [-1.31, 0.24, -0.07], [0.62, -0.62, 0.59], [-0.09, 0.21, -0.56], [0.01, 0.05, 0.95], [0.56, 0.59, 0.34], [0.36, -0.21, 0.11], [-0.55, -0.04, 0.24], [0.83, 0.51, -0.31]],
  "homo_lumo_gap_ev": 10.9,
  "e_lumo_ev": 0.426,
  "total_charge": 0,
  "smiles": "COC(=O)OC.COC(=O)OC.COC(=O)OC.COC(=O)OC.COC(=O)OC.COC(=O)OC.COC(=O)OC.COC(=O)OC.COC(=O)OC.COC(=O)OC",
  "relative_energy_ev": 3.235,
  "energy_ha": -3436.23126,
  "homo_ev": -10.51,
  "molar_mass_g_mol": 900.78
}

---

Entry 2:
{
  "formula": "C30H60O30S3",
  "method": "ωB97M-V/def2-TZVPD",
  "symbols": ["C", "C", "O", "C", "O", "O", "C", "H", "H", "H", "H", "H", "H", "H", "H", "C", "C", "O", "C", "O", "O", "C", "H", "H", "H", "H", "H", "H", "H", "H", "C", "C", "O", "C", "O", "O", "C", "H", "H", "H", "H", "H", "H", "H", "H", "C", "C", "O", "C", "O", "O", "C", "H", "H", "H", "H", "H", "H", "H", "H", "C", "C", "O", "C", "O", "O", "C", "H", "H", "H", "H", "H", "H", "H", "H", "C", "C", "O", "C", "O", "O", "C", "H", "H", "H", "H", "H", "H", "H", "H", "C", "C", "O", "S", "O", "O", "O", "H", "H", "H", "H", "C", "C", "O", "S", "O", "O", "O", "H", "H", "H", "H", "C", "C", "O", "S", "O", "O", "O", "H", "H", "H", "H"],
  "coordinates": [[-4.191, 0.287, 11.859], [-2.808, 0.927, 11.964], [-2.732, 2.212, 11.350], [-2.656, 2.408, 9.979], [-2.517, 3.529, 9.483], [-2.528, 1.210, 9.358], [-2.556, 1.149, 7.929], [-5.016, 0.946, 12.128], [-4.240, -0.578, 12.520], [-4.338, -0.041, 10.830], [-2.089, 0.288, 11.451], [-2.499, 0.893, 13.008], [-3.340, 1.806, 7.555], [-2.738, 0.120, 7.618], [-1.577, 1.487, 7.590], [-0.810, -4.384, 3.262], [-0.755, -5.552, 2.170], [-2.038, -5.730, 1.696], [-2.373, -6.778, 0.957], [-1.600, -7.704, 0.639], [-3.660, -6.599, 0.556], [-4.316, -7.521, -0.389], [0.184, -3.938, 3.274], [-1.201, -4.771, 4.203], [-1.373, -3.586, 2.778], [-0.320, -6.384, 2.724], [0.036, -5.413, 1.433], [-4.258, -7.130, -1.405], [-5.380, -7.670, -0.208], [-3.871, -8.512, -0.303], [-1.157, 4.711, -4.521], [-0.876, 5.691, -5.666], [0.480, 5.872, -5.820], [0.915, 6.756, -6.677], [0.321, 7.539, -7.444], [2.252, 6.741, -6.626], [3.132, 7.628, -7.339], [-0.908, 3.667, -4.713], [-2.216, 4.850, -4.301], [-0.656, 5.087, -3.629], [-1.334, 6.656, -5.450], [-1.236, 5.246, -6.595], [3.822, 6.951, -7.843], [3.745, 8.246, -6.682], [2.738, 8.369, -8.035], [-4.146, 1.531, 0.429], [-3.671, 0.120, 0.538], [-2.919, -0.279, -0.613], [-1.571, -0.264, -0.630], [-0.836, 0.295, 0.213], [-1.150, -1.096, -1.589], [0.265, -1.277, -1.895], [-5.076, 1.640, 0.988], [-4.448, 1.723, -0.601], [-3.273, 2.070, 0.797], [-4.585, -0.471, 0.484], [-3.223, 0.005, 1.525], [0.848, -1.599, -1.032], [0.692, -0.357, -2.296], [0.368, -1.977, -2.724], [9.691, -8.598, -5.834], [9.085, -7.343, -6.501], [8.965, -6.374, -5.538], [8.409, -5.259, -5.918], [8.172, -4.974, -7.085], [8.147, -4.467, -4.821], [7.466, -3.219, -5.038], [10.692, -8.452, -5.426], [9.648, -9.444, -6.519], [9.115, -9.091, -5.051], [8.067, -7.528, -6.847], [9.675, -7.076, -7.378], [6.559, -3.189, -4.434], [7.166, -3.169, -6.085], [8.135, -2.359, -5.001], [4.195, 1.716, 1.992], [5.490, 2.210, 1.495], [5.441, 3.044, 0.378], [5.400, 2.643, -0.894], [5.165, 1.513, -1.194], [5.715, 3.681, -1.626], [5.919, 3.446, -2.966], [3.470, 2.495, 2.228], [4.232, 1.085, 2.880], [3.896, 1.016, 1.212], [6.055, 1.286, 1.368], [6.075, 2.778, 2.219], [6.860, 2.905, -3.065], [5.996, 4.454, -3.376], [5.126, 2.838, -3.401], [7.736, -7.586, -0.586], [7.188, -8.573, 0.397], [6.013, -8.014, 0.939], [5.791, -6.515, 0.365], [5.462, -5.535, 1.449], [4.961, -6.538, -0.842], [7.356, -6.310, -0.106], [7.388, -7.746, -1.607], [8.820, -7.547, -0.690], [7.927, -8.754, 1.178], [6.882, -9.512, -0.065], [-9.378, 3.790, -4.428], [-10.703, 4.521, -4.721], [-10.945, 5.452, -3.773], [-9.888, 5.328, -2.474], [-10.687, 5.174, -1.207], [-8.762, 6.280, -2.514], [-9.329, 3.908, -3.005], [-8.584, 4.400, -4.860], [-9.362, 2.737, -4.710], [-11.536, 3.899, -4.393], [-10.918, 4.994, -5.679], [-5.675, 6.660, 5.283], [-6.440, 6.863, 3.984], [-7.302, 5.760, 3.842], [-7.509, 4.796, 5.234], [-6.794, 3.519, 5.023], [-8.948, 4.828, 5.670], [-6.628, 5.895, 6.064], [-5.317, 7.553, 5.795], [-4.876, 5.927, 5.171], [-5.730, 6.917, 3.159], [-6.972, 7.811, 4.070]],
  "atomic_forces_ev_per_a": [[0.15, 0.04, -0.35], [-0.25, -1.41, -0.85], [-0.20, 1.31, -0.96], [1.68, 0.99, 0.47], [-0.95, -3.09, 1.14], [-0.83, 0.28, 0.62], [0.30, 0.79, 0.01], [0.20, 0.21, 0.07], [0.05, -0.08, -0.07], [-0.20, -0.08, 0.06], [-0.03, -0.16, 0.01], [0.08, 1.20, -0.04], [0.10, -0.04, -0.12], [0.03, 0.10, 0.33], [-0.14, -0.02, -0.35], [0.39, -0.68, -2.78], [2.23, 0.77, 2.78], [-1.63, -0.14, -0.51], [1.44, -2.29, -1.80], [-2.33, 2.29, 0.86], [-0.24, -0.46, -0.10], [0.93, -0.29, 0.35], [0.18, -0.38, 0.77], [0.09, 0.45, -0.13], [-0.63, -0.01, 0.56], [-0.71, -0.72, -0.09], [-0.59, 0.58, -0.65], [0.47, 0.05, 0.13], [0.11, 0.65, 0.80], [0.29, 0.18, -0.21], [-0.07, 1.23, 0.06], [-1.70, -1.00, 0.12], [1.87, -0.12, 0.27], [0.47, 3.40, -2.95], [0.35, -2.30, 2.21], [0.52, -0.04, 0.64], [0.43, -0.11, -0.32], [0.00, 0.21, -0.08], [-0.14, -0.50, -0.05], [0.24, -0.28, 0.06], [-0.25, -0.07, -0.23], [-0.48, 0.38, -0.11], [-0.08, 0.19, -0.24], [-0.28, -0.37, 0.72], [-0.88, -0.63, -0.07], [0.38, 0.00, -0.26], [-1.49, -0.24, 0.02], [1.12, -0.33, -0.31], [1.82, 0.33, 2.94], [-1.99, -1.13, -2.38], [0.07, 0.00, -0.59], [-0.13, 0.83, 0.06], [0.38, 0.30, 0.53], [0.46, 0.34, -0.07], [-0.64, 1.13, -0.29], [0.38, -0.68, 0.03], [0.64, -0.55, -0.43], [-0.29, 0.02, 0.03], [-0.12, 0.27, 0.38], [-0.59, -0.29, 0.36], [-0.58, -0.52, -0.27], [-0.09, -2.83, -0.60], [0.56, 1.20, 2.18], [-0.98, 2.43, -1.06], [0.10, -0.18, 1.64], [0.43, -0.86, -0.75], [-0.13, -0.26, -1.71], [0.03, 0.11, -0.35], [0.68, 0.28, -0.65], [-0.46, 0.92, 0.50], [0.06, -0.41, -0.33], [0.12, 0.44, 0.22], [0.48, 0.16, 0.30], [-0.32, -0.31, -0.06], [0.10, -0.19, 0.97], [-1.42, -0.45, 0.00], [1.56, -0.93, 1.32], [-0.05, 1.67, -0.36], [0.21, -0.64, 2.47], [-0.11, -0.75, -1.30], [-0.55, 0.57, 1.29], [0.51, -0.13, -1.38], [-0.14, -0.02, -0.44], [0.64, 0.15, 0.15], [-0.91, 0.28, -0.05], [0.51, 0.15, -0.83], [-0.24, 0.20, 0.12], [0.09, 0.03, -0.38], [-0.05, -0.36, -0.50], [-0.06, 0.24, -0.13], [1.17, 0.26, -1.53], [0.63, -1.23, -0.05], [-0.90, 1.58, 0.25], [-1.38, 3.17, 0.50], [1.20, -3.34, -3.09], [1.50, -0.32, 2.39], [-1.77, 0.15, 0.80], [-0.49, 0.09, 0.02], [0.01, -0.29, 0.46], [-0.30, -0.03, 0.27], [0.32, -0.01, -0.05], [-0.67, 1.77, -0.24], [-1.66, -2.72, -0.90], [1.98, 4.11, 4.31], [-0.52, 0.49, 1.91], [2.60, 0.37, -4.36], [-2.85, -1.82, -0.16], [0.05, -0.13, 1.13], [0.44, -0.46, -0.03], [0.03, 0.29, 0.10], [-0.02, -1.46, -1.53], [0.63, -0.44, -0.23], [-0.20, -2.23, -0.37], [0.77, 0.69, 0.64], [-1.01, -1.78, 0.40], [-0.72, 1.11, -0.97], [-1.79, 3.15, 0.72], [4.90, -0.15, -1.28], [-1.19, -0.78, 1.51], [-0.53, -0.19, 0.16], [0.52, 0.49, -0.33], [-0.27, -0.17, -0.19], [-0.48, -0.16, -0.28]],
  "homo_lumo_gap_ev": 10.8,
  "e_lumo_ev": 0.350,
  "total_charge": 0,
  "relative_energy_ev": 6.252,
  "energy_ha": -4630.61389,
  "homo_ev": -10.43,
  "molar_mass_g_mol": 996.98
}